No. 1
The following is a DFT calculation (ωB97M-V with the def2-TZVPD basis set) of a 12-piece molecular cluster, C35H94O12 overall.

The calculated total energy is -62386.4723 eV. For the largest force on an atom, the calculation gives 1.304 eV/A. The value obtained for the frontier orbital gap is 10.043 eV. The SMILES is CC(C)O.CC(C)O.CC(C)O.CCOCC.CCOCC.CCOCC.CCOCC.CCO.CCO.CCO.CCO.CCO.

Structure (ORCA input):
```
! RIJCOSX wB97M-V def2-TZVPD def2/J DEFGRID3
* xyz 0 1
C -1.9121 -3.7628 -0.9307
C -2.3866 -4.9254 -1.7770
C -2.5070 -4.5451 -3.2310
O -1.4669 -6.0238 -1.7084
H -0.9023 -3.4279 -1.1708
H -1.8817 -4.0161 0.1335
H -2.6148 -2.9402 -1.0793
H -3.3850 -5.2140 -1.4235
H -3.0846 -3.6241 -3.3528
H -3.0359 -5.3009 -3.8154
H -1.5392 -4.3856 -3.7106
H -1.3173 -6.2226 -0.7798
C 1.4694 -3.9024 0.8887
C 2.9012 -4.3822 1.0822
C 3.7715 -3.4343 1.8780
O 2.9333 -5.6373 1.7547
H 1.4394 -2.9717 0.3114
H 0.9273 -3.7751 1.8250
H 0.9201 -4.5969 0.2402
H 3.3484 -4.5087 0.0864
H 4.8010 -3.7873 1.7903
H 3.4850 -3.3874 2.9278
H 3.7557 -2.4179 1.4790
H 2.3375 -6.2509 1.3145
C 4.1637 2.8126 4.8395
C 5.4972 2.1939 5.1570
C 5.5005 0.7126 4.8454
O 6.4671 2.8774 4.3398
H 4.2098 3.9035 4.8394
H 3.3574 2.5786 5.5364
H 3.8437 2.4938 3.8446
H 5.7541 2.3988 6.2028
H 5.2889 0.5841 3.7770
H 4.7748 0.1658 5.4460
H 6.4836 0.2392 4.9338
H 7.3439 2.6093 4.6312
C 3.5359 -1.0290 -1.9919
C 2.0572 -0.6350 -2.0874
O 1.4546 -1.1097 -3.2730
C 1.1944 -2.5104 -3.2363
C 1.1775 -3.0675 -4.6577
H 4.0872 -0.4563 -2.7423
H 3.9534 -0.8799 -0.9961
H 3.7416 -2.0688 -2.2580
H 1.5752 -1.0090 -1.1715
H 2.0221 0.4544 -2.0833
H 1.8778 -3.0820 -2.6045
H 0.1996 -2.5698 -2.7797
H 0.1677 -3.0050 -5.0702
H 1.4759 -4.1144 -4.6549
H 1.8045 -2.4869 -5.3320
C -0.8795 2.9833 -2.7775
C -0.7898 2.3657 -4.1536
O 0.3745 2.8354 -4.7784
C 0.4477 2.4723 -6.1396
C 0.9153 1.0325 -6.3018
H -0.7357 4.0647 -2.7877
H -1.7902 2.7863 -2.2113
H -0.0465 2.5545 -2.2095
H -0.7807 1.2696 -4.0259
H -1.6875 2.5226 -4.7722
H -0.5152 2.6641 -6.6326
H 1.1477 3.1492 -6.6365
H 1.8959 0.9203 -5.8429
H 0.8509 0.7216 -7.3445
H 0.2649 0.3606 -5.7352
C -1.5290 -0.0165 -0.2166
C -0.8877 1.0662 0.6404
O 0.3741 0.5613 1.0407
C 1.2733 1.4958 1.5795
C 2.6634 0.8988 1.5394
H -1.3005 -1.0142 0.1511
H -2.5748 0.2244 -0.3943
H -1.0017 0.0665 -1.1751
H -0.7763 1.9734 0.0301
H -1.4839 1.4089 1.4982
H 1.2681 2.4487 1.0276
H 1.0166 1.8165 2.6026
H 2.8862 0.4951 0.5545
H 2.7505 0.1384 2.3227
H 3.4358 1.6293 1.7860
C -5.6309 2.1008 -1.2061
C -6.2641 1.3310 -2.3529
O -5.6571 1.6896 -3.5565
C -5.9391 0.7977 -4.6206
C -4.9507 -0.3583 -4.6492
H -6.1153 1.7984 -0.2779
H -4.5660 1.8768 -1.0928
H -5.6960 3.1655 -1.4267
H -6.2194 0.2478 -2.1655
H -7.3458 1.5482 -2.3422
H -6.9749 0.4414 -4.5661
H -5.8564 1.3635 -5.5503
H -3.9576 0.0089 -4.9101
H -5.2393 -1.1892 -5.2928
H -4.8493 -0.8114 -3.6551
C 1.2940 -0.6999 4.9336
C 0.8441 -1.7338 3.9148
O -0.2309 -1.2421 3.1036
H 0.4611 -0.4236 5.5926
H 1.5643 0.2363 4.4375
H 2.0880 -1.0358 5.6001
H 0.5024 -2.6694 4.3570
H 1.7121 -1.9807 3.2924
H 0.1997 -0.6651 2.4543
C 6.1501 1.3700 -0.1935
C 6.8567 1.6104 -1.5016
O 8.0834 0.8876 -1.4823
H 6.0742 0.3109 0.0417
H 5.1524 1.8162 -0.2595
H 6.6120 1.8904 0.6490
H 7.0491 2.6685 -1.6993
H 6.2050 1.2375 -2.3042
H 8.5371 0.9869 -2.3233
C -4.0721 -3.6095 2.8203
C -2.9899 -2.6052 2.4807
O -3.0279 -1.5561 3.4433
H -4.0300 -3.9000 3.8735
H -3.9390 -4.5341 2.2546
H -5.0531 -3.1591 2.6745
H -3.2500 -2.2060 1.4937
H -2.0085 -3.0799 2.4613
H -2.1191 -1.2716 3.6116
C -2.5679 4.7056 0.5317
C -3.7533 5.5827 0.9441
O -4.0304 5.4958 2.3238
H -2.2784 4.9629 -0.4887
H -2.9065 3.6781 0.6621
H -1.7072 4.9444 1.1594
H -4.6114 5.2425 0.3464
H -3.5812 6.6282 0.6884
H -4.3152 4.5864 2.5021
C -2.1101 2.7759 4.2490
C -3.5577 2.9474 4.6497
O -4.4241 2.9328 3.5084
H -1.4570 2.7830 5.1202
H -1.8360 3.5637 3.5465
H -1.9908 1.8318 3.7067
H -3.7198 3.9443 5.0666
H -3.8875 2.2504 5.4232
H -4.5201 2.0355 3.1749
*
```

No. 2
The following is a DFT calculation (ωB97M-V with the def2-TZVPD basis set) of C36H103BHgN9O9 as an isolated structure.

The calculated total energy is -75676.8137 eV. For the largest force on an atom, the calculation gives 4.479 eV/A. The value obtained for the frontier orbital gap is 8.514 eV.

Structure (ORCA input):
```
! RIJCOSX wB97M-V def2-TZVPD def2/J DEFGRID3
* xyz 1 1
Hg 0.3426 0.7276 -1.1027
B -0.9883 -0.8609 -0.1382
H -0.1266 -0.9850 0.4991
H -1.7954 -1.4719 0.2354
H -1.2458 0.1718 0.0391
H -0.7669 -1.0957 -1.1678
C 5.4691 3.3512 -2.2820
C 4.9378 3.7510 -0.9355
C 5.7202 4.9630 -0.2529
O 5.1032 5.2142 1.0798
C 5.6893 6.3661 1.6533
N 3.4951 4.1762 -1.0401
H 5.2551 4.0366 -3.1021
H 4.9771 2.4514 -2.6513
H 6.5510 3.2280 -2.2333
H 5.0123 2.8544 -0.3202
H 5.7479 5.8590 -0.8730
H 6.7612 4.7157 -0.0451
H 5.2625 6.5402 2.6410
H 5.2904 7.1996 1.0752
H 6.7772 6.3074 1.6221
H 3.1232 4.0067 -0.1165
H 3.4137 5.1754 -1.1633
C 0.7569 1.9026 2.9982
C 0.4784 1.9945 1.5128
C 0.4649 3.4316 0.9344
O -0.0770 3.3845 -0.4057
C -0.1797 4.6707 -1.0151
N 1.5692 1.2854 0.8411
H 1.3032 1.0188 3.3279
H -0.1586 1.9294 3.5890
H 1.2456 2.8209 3.3238
H -0.4847 1.5291 1.3033
H 1.4328 3.9328 0.9250
H -0.1713 3.9996 1.6131
H -0.7074 4.5324 -1.9588
H 0.7337 5.2412 -1.1834
H -0.7733 5.3250 -0.3766
H 2.4015 1.8178 1.0509
H 1.6581 0.5038 1.4746
C 3.7627 -2.0659 2.9993
C 2.4098 -2.5149 2.3356
C 1.7035 -3.6024 3.1892
O 0.5187 -4.0171 2.5190
C -0.2247 -4.9144 3.2936
N 1.6195 -1.4190 2.3065
H 4.2478 -1.2387 2.4809
H 4.5882 -2.7777 3.0047
H 3.5937 -1.8308 4.0501
H 2.5866 -2.7913 1.2962
H 1.5050 -3.2377 4.1970
H 2.4101 -4.4284 3.2710
H -1.1064 -5.2649 2.7572
H -0.6885 -4.3565 4.1070
H 0.3875 -5.6355 3.8353
H 1.5001 -1.3299 3.3054
H 0.7039 -1.6430 1.9436
C 1.6211 3.5278 -4.1401
C 1.0597 2.3216 -3.4334
C 0.8522 1.0517 -4.2964
O 0.4730 0.0245 -3.3764
C 0.2288 -1.1854 -4.1339
N 1.9435 2.1201 -2.2989
H 2.0646 4.3390 -3.5627
H 0.8904 4.0490 -4.7587
H 2.3612 3.1990 -4.8696
H 0.1499 2.6697 -2.9443
H 1.8013 0.7907 -4.7645
H 0.0520 1.1393 -5.0314
H -0.6825 -1.1720 -4.7317
H 0.0605 -1.9560 -3.3815
H 1.0977 -1.4343 -4.7432
H 2.3949 2.9905 -2.0568
H 2.7231 1.6775 -2.7642
C 0.4413 -4.5633 -1.0852
C -1.0825 -5.0465 -0.8504
C -1.1432 -6.4245 -0.2290
O -0.3251 -7.3482 -1.0128
C -0.4540 -8.7378 -0.5687
N -1.5660 -4.0994 0.1663
H 0.3549 -3.6347 -1.6493
H 0.8627 -5.1868 -1.8737
H 1.0473 -4.4071 -0.1927
H -1.5416 -5.0498 -1.8390
H -2.1476 -6.8448 -0.1775
H -0.6983 -6.4361 0.7660
H -0.3368 -8.8286 0.5112
H 0.3115 -9.3187 -1.0831
H -1.4345 -9.1845 -0.7333
H -0.8569 -4.2304 0.8735
H -1.3444 -3.1453 -0.0801
C -1.5965 -0.9097 3.7866
C -2.9192 -1.2732 4.4643
C -3.7181 -0.0723 4.8526
O -3.0968 0.7331 5.8519
C -3.1983 0.1153 7.1557
N -3.6031 -2.2302 3.5897
H -1.7288 -0.3723 2.8476
H -0.9592 -1.7716 3.5891
H -1.0265 -0.2583 4.4492
H -2.7493 -1.8844 5.3507
H -4.6802 -0.4103 5.2378
H -3.7933 0.4356 3.8911
H -2.9204 -0.9386 7.1576
H -4.2079 0.2330 7.5495
H -2.6302 0.6818 7.8935
H -3.8663 -1.7125 2.7634
H -2.8920 -2.8640 3.2539
C 4.0643 -0.1970 -0.9869
C 3.1575 -1.0309 -1.8678
C 3.6423 -2.4193 -2.1240
O 2.8152 -3.0306 -3.1544
C 3.1489 -4.3381 -3.5456
N 1.8884 -1.1009 -1.1085
H 5.0850 -0.3257 -1.3471
H 4.0032 -0.4984 0.0588
H 3.9163 0.8829 -0.9803
H 3.0278 -0.4372 -2.7727
H 3.5112 -3.1394 -1.3163
H 4.6755 -2.4059 -2.4709
H 2.4992 -4.6929 -4.3457
H 3.0490 -5.0126 -2.6952
H 4.1565 -4.4041 -3.9559
H 2.2814 -1.3669 -0.2170
H 1.3607 -1.9011 -1.4271
C -6.7848 -0.4752 1.0034
C -5.3743 -0.0298 0.6158
C -4.9967 1.3439 1.0929
O -3.8394 1.7759 0.4759
C -3.4983 3.1033 0.8209
N -4.4715 -1.0938 1.0213
H -7.0658 -1.2968 0.3445
H -7.5808 0.2677 0.9518
H -6.6810 -0.9031 2.0005
H -5.3314 0.0006 -0.4729
H -5.1714 1.4050 2.1671
H -5.8006 1.9223 0.6376
H -4.2102 3.8370 0.4429
H -2.5024 3.3111 0.4297
H -3.4667 3.2916 1.8941
H -3.5540 -0.7957 0.7222
H -4.5672 -2.0018 0.5893
C -3.1272 -0.0255 -3.2162
C -2.5031 1.3679 -3.2507
C -3.5887 2.5993 -3.2430
O -2.9089 3.7914 -2.7751
C -3.7516 4.9715 -2.8482
N -1.7754 1.5574 -2.0385
H -3.6808 -0.2465 -4.1288
H -3.7819 -0.1580 -2.3548
H -2.3293 -0.7551 -3.0776
H -1.9047 1.5411 -4.1452
H -4.4673 2.3759 -2.6378
H -3.9063 2.7778 -4.2703
H -3.2420 5.8693 -2.4984
H -4.6584 4.8098 -2.2654
H -4.0687 5.1715 -3.8717
H -2.4890 1.4442 -1.3327
H -1.8097 2.5625 -2.1313
*
```